Record 1
{
  "formula": "C40H29BaBrF4IN8O3S5",
  "method": "ωB97M-V/def2-TZVPD",
  "species": ["Ba", "O", "C", "C", "C", "C", "C", "C", "C", "O", "N", "N", "C", "C", "C", "C", "C", "C", "C", "O", "H", "H", "H", "H", "H", "H", "H", "H", "H", "H", "N", "C", "C", "C", "C", "N", "H", "H", "H", "H", "H", "H", "H", "H", "H", "H", "H", "H", "C", "S", "C", "C", "S", "S", "C", "S", "S", "H", "H", "H", "F", "C", "C", "F", "C", "C", "C", "F", "C", "C", "C", "N", "C", "N", "F", "C", "C", "N", "C", "N", "Br", "C", "C", "C", "C", "C", "C", "I", "H", "H", "H", "H"],
  "positions_angstrom": [[1.056, -0.534, 0.528], [-2.522, -4.503, 4.022], [-1.975, -5.079, 2.932], [-2.371, -6.375, 2.594], [-1.812, -7.020, 1.507], [-0.850, -6.388, 0.728], [-0.481, -5.093, 1.046], [-1.032, -4.416, 2.127], [-0.594, -3.024, 2.422], [-0.049, -2.361, 1.474], [-0.842, -2.595, 3.628], [-0.432, -1.295, 3.986], [0.783, -1.008, 3.751], [1.380, 0.304, 4.088], [0.889, 1.108, 5.105], [1.482, 2.324, 5.412], [2.607, 2.719, 4.691], [3.107, 1.939, 3.661], [2.468, 0.743, 3.289], [2.798, 0.111, 2.193], [-2.010, -3.647, 4.169], [-3.116, -6.856, 3.211], [-2.130, -8.025, 1.264], [-0.410, -6.889, -0.123], [0.242, -4.564, 0.442], [1.470, -1.725, 3.291], [0.029, 0.754, 5.659], [1.093, 2.942, 6.208], [3.100, 3.652, 4.934], [3.962, 2.257, 3.082], [2.383, -2.562, -0.825], [3.022, -2.233, -2.108], [4.428, -1.681, -1.899], [4.552, -0.399, -1.066], [3.812, 0.815, -1.647], [2.703, 1.244, -0.788], [2.968, -3.216, -0.312], [1.503, -3.044, -1.006], [2.398, -1.497, -2.621], [3.079, -3.113, -2.762], [4.857, -1.499, -2.890], [5.044, -2.460, -1.439], [5.615, -0.166, -0.979], [4.204, -0.566, -0.044], [3.373, 0.558, -2.612], [4.523, 1.632, -1.829], [2.110, 1.885, -1.305], [3.056, 1.735, 0.028], [1.619, 3.131, -3.858], [0.547, 3.358, -2.421], [-0.883, 2.487, -2.914], [-1.066, 1.141, -2.907], [0.020, -0.135, -2.472], [-2.667, 0.654, -3.427], [-3.331, 2.204, -3.808], [-4.847, 2.441, -4.401], [-2.213, 3.472, -3.486], [2.570, 3.607, -3.638], [1.179, 3.592, -4.738], [1.770, 2.068, -4.024], [-1.620, 3.216, -0.052], [-1.237, 4.477, -0.321], [-2.048, 5.260, -1.056], [-3.220, 4.777, -1.486], [-1.711, 6.633, -1.431], [-0.406, 7.074, -0.940], [0.404, 6.297, -0.196], [1.572, 6.798, 0.234], [0.065, 4.925, 0.190], [0.889, 4.136, 0.936], [0.522, 2.790, 1.291], [0.311, 1.681, 1.489], [2.233, 4.478, 1.302], [3.332, 4.694, 1.552], [-0.023, 8.326, -1.233], [-2.544, 7.428, -2.161], [-2.227, 8.773, -2.565], [-2.058, 9.847, -2.931], [-3.855, 7.042, -2.606], [-4.923, 6.846, -2.978], [-1.652, -6.083, -3.110], [-2.953, -5.755, -1.770], [-3.796, -6.804, -1.437], [-4.743, -6.637, -0.442], [-4.836, -5.423, 0.221], [-3.996, -4.381, -0.129], [-3.050, -4.534, -1.136], [-1.891, -2.873, -1.636], [-3.698, -7.745, -1.954], [-5.391, -7.460, -0.179], [-5.554, -5.284, 1.017], [-4.064, -3.435, 0.388]],
  "multiplicity": 1,
  "relative_energy_kj_mol": 239.7,
  "total_charge": -1,
  "e_homo_ev": -4.9,
  "orbital_gap_ev": 3.019,
  "lumo_ha": -0.0696
}

***

Record 2
{
  "formula": "C6H10O",
  "method": "ωB97M-V/def2-TZVPD",
  "species": ["C", "C", "C", "C", "C", "C", "O", "H", "H", "H", "H", "H", "H", "H", "H", "H", "H"],
  "positions_angstrom": [[-2.254, 0.361, -0.344], [-1.039, -0.153, -1.000], [1.606, 0.835, -0.172], [1.367, -0.597, -0.683], [-0.038, -0.832, -0.116], [0.153, -0.224, 1.273], [0.729, 1.032, 0.948], [-2.091, 1.452, -0.337], [-3.099, 0.220, -1.020], [-2.512, 0.055, 0.682], [1.341, 1.569, -0.943], [2.636, 1.012, 0.151], [2.101, -1.299, -0.270], [1.368, -0.666, -1.773], [-0.349, -1.892, -0.136], [0.843, -0.820, 1.893], [-0.762, -0.054, 1.846]],
  "multiplicity": 1,
  "relative_energy_kj_mol": 360.5,
  "e_homo_ev": -8.1,
  "orbital_gap_ev": 8.271,
  "lumo_ha": 0.0049
}

***

Record 3
{
  "formula": "C26H46N2O8",
  "method": "ωB97M-V/def2-TZVPD",
  "species": ["C", "C", "H", "H", "O", "C", "O", "C", "C", "H", "H", "C", "C", "O", "N", "C", "H", "H", "C", "O", "C", "C", "N", "C", "O", "C", "H", "C", "H", "H", "H", "C", "H", "H", "C", "C", "O", "O", "C", "C", "H", "H", "H", "H", "H", "C", "H", "H", "H", "H", "C", "H", "H", "C", "H", "H", "O", "C", "H", "H", "C", "H", "H", "H", "H", "H", "H", "H", "H", "H", "C", "H", "H", "H", "H", "C", "H", "H", "H", "H", "H", "H"],
  "positions_angstrom": [[2.906, -0.931, 4.138], [3.541, -0.815, 2.762], [2.831, -1.092, 1.977], [4.435, -1.441, 2.680], [3.971, 0.532, 2.549], [3.411, 1.252, 1.598], [2.599, 0.834, 0.800], [3.916, 2.682, 1.597], [3.209, 3.470, 2.711], [3.721, 4.427, 2.826], [3.290, 2.920, 3.650], [1.729, 3.736, 2.417], [0.893, 2.490, 2.705], [1.179, 1.749, 3.630], [-0.221, 2.281, 1.965], [-0.608, 3.086, 0.827], [-0.514, 4.145, 1.075], [-1.661, 2.893, 0.610], [0.182, 2.766, -0.456], [-0.667, 2.041, -1.322], [-0.082, 1.656, -2.545], [0.930, 0.503, -2.457], [0.327, -0.789, -2.176], [-0.239, -1.434, -3.226], [-0.243, -0.930, -4.337], [-0.771, -2.850, -3.006], [-1.121, -2.989, -1.983], [0.391, -3.810, -3.285], [0.072, -4.839, -3.135], [0.724, -3.693, -4.313], [1.232, -3.606, -2.626], [-1.929, -3.114, -3.972], [-2.085, -4.189, -4.081], [-1.663, -2.697, -4.945], [-3.239, -2.476, -3.493], [-3.737, -3.250, -2.287], [-4.073, -4.405, -2.303], [-3.731, -2.490, -1.186], [-4.161, -3.092, 0.040], [-5.665, -2.952, 0.219], [-5.957, -3.367, 1.180], [-5.953, -1.904, 0.182], [-6.184, -3.490, -0.570], [-3.877, -4.149, 0.029], [-3.614, -2.566, 0.826], [-4.304, -2.530, -4.588], [-3.949, -2.016, -5.477], [-5.224, -2.055, -4.254], [-4.521, -3.566, -4.839], [-3.058, -1.439, -3.195], [0.281, -1.219, -0.796], [1.120, -0.748, -0.279], [0.414, -2.300, -0.721], [-1.036, -0.804, -0.111], [-1.202, 0.264, -0.282], [-1.873, -1.354, -0.545], [-1.054, -1.107, 1.270], [-0.312, -0.224, 2.083], [-0.173, -0.755, 3.026], [0.671, -0.023, 1.652], [-1.026, 1.125, 2.333], [-1.954, 1.145, 1.764], [-1.264, 1.212, 3.397], [1.415, 0.430, -3.435], [1.684, 0.706, -1.695], [0.414, 2.522, -3.007], [-0.913, 1.345, -3.181], [1.074, 2.183, -0.198], [0.501, 3.692, -0.960], [1.628, 4.045, 1.376], [1.200, 4.841, 3.339], [1.327, 4.543, 4.377], [0.142, 5.024, 3.164], [1.745, 5.768, 3.172], [3.655, 3.118, 0.627], [5.432, 2.724, 1.786], [5.702, 2.317, 2.756], [5.784, 3.751, 1.725], [5.930, 2.143, 1.014], [3.647, -0.747, 4.911], [2.113, -0.192, 4.232], [2.492, -1.926, 4.268]],
  "multiplicity": 1,
  "e_homo_ev": -8.8,
  "orbital_gap_ev": 9.502,
  "lumo_ha": 0.0241,
  "smiles": "CCOC(=O)[C@H](C)C[C@@H](C)C(=O)N1CCOCCN(C(=O)[C@@H](C)C[C@@H](C)C(=O)OCC)CCOCC1"
}

***

Record 4
{
  "formula": "C14H42O14",
  "method": "ωB97M-V/def2-TZVPD",
  "species": ["C", "C", "O", "O", "H", "H", "H", "H", "H", "H", "C", "C", "O", "O", "H", "H", "H", "H", "H", "H", "C", "C", "O", "O", "H", "H", "H", "H", "H", "H", "C", "C", "O", "O", "H", "H", "H", "H", "H", "H", "C", "C", "O", "O", "H", "H", "H", "H", "H", "H", "C", "C", "O", "O", "H", "H", "H", "H", "H", "H", "C", "C", "O", "O", "H", "H", "H", "H", "H", "H"],
  "positions_angstrom": [[2.218, -4.233, 0.690], [2.610, -4.098, -0.791], [3.012, -2.804, -1.174], [1.032, -3.530, 1.022], [3.040, -3.840, 1.289], [2.207, -5.277, 1.007], [1.741, -4.243, -1.432], [3.299, -4.932, -0.921], [2.311, -2.221, -0.874], [1.068, -3.395, 1.972], [4.521, -0.826, 1.830], [3.235, -0.045, 2.272], [3.530, 0.260, 3.564], [4.837, -1.933, 2.721], [5.275, -0.042, 1.901], [4.449, -1.128, 0.785], [2.384, -0.725, 2.302], [2.965, 0.854, 1.716], [3.859, -0.572, 3.911], [5.676, -2.243, 2.372], [-0.638, 0.627, -0.537], [0.123, -0.643, -0.234], [1.445, -0.589, -0.704], [-0.969, 0.827, -1.915], [-0.015, 1.451, -0.190], [-1.483, 0.858, 0.112], [-0.405, -1.496, -0.660], [0.077, -0.790, 0.845], [1.444, -0.155, -1.561], [-0.983, 1.773, -2.082], [1.556, 3.110, -3.415], [0.775, 3.992, -2.440], [-0.631, 3.631, -2.364], [2.857, 3.523, -3.728], [0.975, 3.249, -4.326], [1.544, 2.038, -3.220], [0.810, 5.004, -2.843], [1.265, 3.783, -1.489], [-1.225, 4.376, -2.484], [3.460, 3.290, -3.018], [-1.339, -0.447, 4.989], [-2.426, -0.735, 4.028], [-1.934, -1.431, 2.902], [-0.684, -1.559, 5.555], [-1.604, 0.298, 5.739], [-0.564, 0.122, 4.475], [-2.968, 0.148, 3.690], [-3.299, -1.175, 4.510], [-1.584, -2.260, 3.236], [0.172, -1.177, 5.762], [-5.470, 1.489, 2.462], [-4.630, 2.051, 1.359], [-4.856, 1.464, 0.078], [-6.613, 2.219, 2.665], [-5.000, 1.424, 3.443], [-5.810, 0.504, 2.141], [-3.577, 2.002, 1.635], [-4.750, 3.130, 1.263], [-4.914, 0.510, 0.167], [-6.469, 2.932, 3.291], [-1.114, -0.244, -5.773], [0.131, -0.670, -4.898], [-0.241, -1.096, -3.608], [-1.276, 1.128, -5.622], [-2.009, -0.814, -5.527], [-0.851, -0.338, -6.827], [0.906, 0.093, -4.829], [0.655, -1.539, -5.298], [-0.653, -0.489, -2.989], [-0.481, 1.571, -5.928]],
  "multiplicity": 1,
  "relative_energy_kj_mol": 261.7,
  "e_homo_ev": -9.3,
  "orbital_gap_ev": 9.565,
  "lumo_ha": 0.0113,
  "smiles": "OCCO.OCCO.OCCO.OCCO.OCCO.OCCO.OCCO"
}

***

Record 5
{
  "formula": "C4H11ClCoISm",
  "method": "ωB97M-V/def2-TZVPD",
  "species": ["Co", "Cl", "C", "C", "H", "H", "H", "H", "H", "H", "Sm", "C", "C", "H", "H", "H", "H", "H", "I"],
  "positions_angstrom": [[0.550, 0.236, -2.724], [1.179, -1.331, -1.417], [2.262, 1.170, -3.015], [-0.410, -0.917, -4.010], [2.285, 1.573, -4.045], [2.388, 2.020, -2.320], [3.134, 0.500, -2.898], [-0.349, -0.465, -5.016], [-1.479, -1.018, -3.750], [0.024, -1.932, -4.070], [-0.020, 0.079, 0.159], [-1.559, -0.946, 1.092], [-0.648, 1.117, -1.602], [-2.496, -0.503, 0.735], [-1.519, -2.012, 0.898], [-1.392, -0.718, 2.149], [-1.676, 1.029, -1.865], [-0.280, 2.120, -1.354], [1.615, -1.302, 2.218]],
  "multiplicity": 10,
  "total_charge": -1,
  "e_homo_ev": [-3.9, -4.7],
  "orbital_gap_ev": [6.373, 7.111],
  "lumo_ha": [0.0904, 0.0869],
  "s2": 24.79
}

***

Record 6
{
  "formula": "C64H72NO5",
  "method": "ωB97M-V/def2-TZVPD",
  "species": ["C", "C", "C", "C", "C", "C", "C", "O", "C", "C", "N", "C", "C", "C", "C", "O", "O", "C", "C", "C", "O", "O", "H", "H", "H", "H", "H", "H", "H", "H", "H", "H", "H", "H", "H", "H", "H", "H", "H", "H", "H", "H", "H", "H", "H", "H", "C", "C", "C", "C", "C", "C", "H", "H", "H", "H", "H", "H", "C", "C", "C", "C", "C", "C", "H", "H", "H", "H", "H", "H", "C", "C", "C", "C", "C", "C", "H", "H", "H", "H", "H", "H", "C", "C", "C", "C", "C", "C", "H", "H", "H", "H", "H", "H", "C", "C", "C", "C", "C", "C", "H", "H", "H", "H", "H", "H", "C", "C", "C", "C", "C", "C", "H", "H", "H", "H", "H", "H", "C", "C", "C", "C", "C", "C", "H", "H", "H", "H", "H", "H", "C", "C", "C", "C", "C", "C", "H", "H", "H", "H", "H", "H"],
  "positions_angstrom": [[-0.690, 1.108, -0.725], [-0.047, 0.113, -1.719], [0.706, -0.974, -0.953], [0.833, 0.877, -2.715], [1.560, 0.057, -3.793], [1.556, 0.783, -5.148], [3.012, -0.323, -3.471], [3.746, 0.702, -2.777], [3.872, 0.661, -1.457], [4.103, -0.493, -0.742], [4.242, -0.440, 0.601], [4.184, 0.680, 1.331], [4.307, 0.653, 2.825], [4.546, -0.703, 3.494], [3.236, -1.340, 3.944], [2.430, -0.723, 4.568], [3.106, -2.683, 3.729], [3.997, 1.865, 0.632], [3.853, 1.867, -0.740], [3.784, 3.170, -1.493], [4.754, 3.556, -2.063], [2.633, 3.846, -1.458], [-0.417, 0.860, 0.301], [-0.337, 2.123, -0.914], [-1.775, 1.111, -0.789], [-0.854, -0.376, -2.266], [1.355, -0.515, -0.200], [0.005, -1.610, -0.413], [1.308, -1.611, -1.602], [0.159, 1.558, -3.236], [1.525, 1.523, -2.166], [1.030, -0.892, -3.914], [2.367, 1.512, -5.172], [0.607, 1.273, -5.347], [1.726, 0.071, -5.956], [3.549, -0.450, -4.409], [3.060, -1.281, -2.955], [4.176, -1.460, -1.210], [4.421, -1.316, 1.071], [5.071, 1.377, 3.101], [3.362, 1.041, 3.214], [5.143, -1.402, 2.909], [5.097, -0.523, 4.417], [3.038, -2.907, 2.795], [3.980, 2.795, 1.184], [1.989, 3.443, -0.860], [-5.031, 2.204, -3.100], [-6.344, 2.310, -2.663], [-6.668, 3.198, -1.647], [-5.681, 3.984, -1.070], [-4.367, 3.880, -1.506], [-4.043, 2.989, -2.520], [-4.779, 1.512, -3.893], [-7.117, 1.701, -3.114], [-7.692, 3.275, -1.305], [-5.936, 4.680, -0.281], [-3.598, 4.496, -1.059], [-3.018, 2.908, -2.862], [1.244, -1.825, -8.396], [0.087, -2.246, -9.036], [-0.207, -1.781, -10.310], [0.657, -0.898, -10.943], [1.814, -0.479, -10.303], [2.107, -0.941, -9.028], [1.472, -2.190, -7.400], [-0.585, -2.938, -8.544], [-1.110, -2.107, -10.810], [0.428, -0.538, -11.938], [2.488, 0.208, -10.798], [3.010, -0.612, -8.528], [8.315, 6.949, 1.418], [7.463, 5.944, 1.853], [6.743, 5.203, 0.926], [6.871, 5.459, -0.432], [7.725, 6.465, -0.863], [8.445, 7.209, 0.061], [8.878, 7.530, 2.137], [7.362, 5.741, 2.912], [6.075, 4.419, 1.269], [6.312, 4.878, -1.151], [7.829, 6.668, -1.921], [9.108, 7.995, -0.276], [4.516, 1.727, 8.604], [3.814, 1.133, 7.564], [3.156, -0.073, 7.765], [3.197, -0.684, 9.011], [3.896, -0.089, 10.052], [4.557, 1.115, 9.848], [5.026, 2.669, 8.448], [3.771, 1.617, 6.595], [2.608, -0.531, 6.954], [2.684, -1.623, 9.171], [3.924, -0.565, 11.023], [5.103, 1.577, 10.661], [-9.360, -0.791, -1.185], [-10.674, -0.683, -0.751], [-11.000, 0.208, 0.262], [-10.011, 0.993, 0.839], [-8.698, 0.886, 0.404], [-8.371, -0.007, -0.607], [-9.107, -1.487, -1.975], [-11.446, -1.292, -1.203], [-12.024, 0.289, 0.601], [-10.266, 1.689, 1.629], [-7.927, 1.501, 0.852], [-7.346, -0.090, -0.945], [-13.308, -2.444, -3.391], [-14.413, -3.196, -3.762], [-15.411, -2.625, -4.540], [-15.301, -1.303, -4.948], [-14.195, -0.551, -4.578], [-13.199, -1.121, -3.797], [-12.530, -2.892, -2.784], [-14.497, -4.228, -3.447], [-16.274, -3.210, -4.827], [-16.078, -0.858, -5.556], [-14.109, 0.479, -4.897], [-12.338, -0.533, -3.505], [2.054, -4.231, -3.236], [1.244, -5.276, -2.815], [0.656, -6.115, -3.750], [0.880, -5.912, -5.106], [1.692, -4.869, -5.526], [2.277, -4.026, -4.591], [2.517, -3.578, -2.504], [1.072, -5.440, -1.759], [0.023, -6.929, -3.423], [0.423, -6.569, -5.833], [1.873, -4.709, -6.582], [2.909, -3.211, -4.926], [7.078, -2.949, 12.595], [7.035, -3.962, 13.542], [5.994, -4.013, 14.458], [4.993, -3.052, 14.426], [5.035, -2.039, 13.478], [6.078, -1.987, 12.563], [7.892, -2.908, 11.882], [7.815, -4.713, 13.568], [5.963, -4.800, 15.199], [4.182, -3.091, 15.140], [4.255, -1.289, 13.456], [6.115, -1.195, 11.826]],
  "multiplicity": 1,
  "total_charge": 1,
  "e_homo_ev": -10.3,
  "orbital_gap_ev": 5.882,
  "lumo_ha": -0.1616
}